[1]
DFT (ωB97M-V/def2-TZVPD) results for a structure of composition C16H51N3O10 in a non-equilibrium geometry.

For the HOMO-LUMO gap, the calculation gives 7.7 eV. As for the spin multiplicity: 1. The energy relative to the best compared isomer or geometry (same formula, charge and spin) is 23.6468 eV. The calculation puts the LUMO energy at 0.083 eV. The total energy is -42338.2422 eV.

Last column: Mulliken charge in e.
Element x y z (Å)
1 O 0.917 -0.179 0.239  -0.191
2 H 1.336 0.537 -0.239  -0.393
3 H 0.180 0.234 0.690  0.474
4 O 1.375 1.777 -1.029  -0.682
5 H 0.839 2.566 -0.956  0.557
6 H 2.191 1.999 -0.580  0.148
7 O 2.900 -1.488 0.149  -0.637
8 H 3.211 -2.023 0.879  0.321
9 H 1.971 -1.345 0.335  -0.147
10 C 3.575 -0.239 -3.174  -1.051
11 C 3.497 -0.087 -1.608  1.558
12 O 4.115 1.136 -1.079  -0.910
13 O 2.789 0.740 -3.761  -0.546
14 H 3.279 -1.269 -3.372  0.371
15 H 4.586 -0.166 -3.575  0.397
16 H 4.000 -0.930 -1.133  0.113
17 H 2.488 -0.165 -1.203  0.137
18 H 3.999 1.138 -0.126  0.705
19 H 3.384 1.492 -3.806  0.354
20 C -2.085 0.787 1.360  -0.227
21 C -2.269 1.946 2.375  -1.654
22 O -1.364 3.032 1.892  -0.579
23 O -0.786 0.423 1.590  0.264
24 H -2.273 1.160 0.353  -0.549
25 H -2.771 -0.023 1.609  1.140
26 H -2.049 1.627 3.393  0.390
27 H -3.279 2.354 2.324  0.463
28 H -1.499 3.689 2.579  0.355
29 H -0.501 1.328 1.736  0.394
30 C -3.097 -1.506 0.725  -1.217
31 C -1.987 -2.218 1.606  0.715
32 C -1.171 -3.273 0.851  -0.746
33 O -1.712 -4.511 1.106  -0.502
34 C -2.885 -4.957 0.385  -0.717
35 N -1.234 -1.116 2.255  -0.600
36 H -3.758 -0.837 1.275  0.600
37 H -3.849 -2.108 0.214  0.441
38 H -2.610 -0.866 -0.010  -0.478
39 H -2.575 -2.628 2.427  0.398
40 H -0.200 -3.403 1.330  0.189
41 H -0.850 -3.036 -0.163  0.477
42 H -2.738 -4.822 -0.686  0.291
43 H -3.800 -4.391 0.559  0.239
44 H -3.168 -5.959 0.706  0.298
45 H -0.842 -0.572 1.500  -0.368
46 H -1.902 -0.538 2.746  0.487
47 C 1.029 2.455 1.867  -0.994
48 C 2.491 2.503 1.417  0.292
49 C 3.035 1.100 1.162  -0.848
50 O 4.403 1.170 0.737  -0.271
51 C 5.104 -0.028 0.905  -0.564
52 N 2.594 3.243 0.187  -0.525
53 H 0.317 1.982 1.190  0.222
54 H 0.676 3.463 2.084  0.399
55 H 1.072 1.928 2.820  0.304
56 H 3.074 2.973 2.209  0.493
57 H 2.550 0.480 0.408  -0.709
58 H 2.875 0.417 1.996  0.580
59 H 5.102 -0.409 1.926  0.360
60 H 6.111 0.193 0.552  0.237
61 H 4.717 -0.726 0.162  0.015
62 H 2.606 4.197 0.519  0.340
63 H 3.487 3.042 -0.241  0.276
64 C -4.215 0.357 -0.902  -0.972
65 C -3.141 0.597 -2.024  1.035
66 C -2.494 -0.758 -2.579  -1.255
67 O -1.718 -1.630 -1.608  -0.281
68 C -0.390 -1.247 -1.411  -2.340
69 N -3.860 1.139 -3.180  -0.739
70 H -4.837 -0.514 -1.108  0.335
71 H -4.961 1.129 -0.715  0.435
72 H -3.786 0.379 0.100  0.373
73 H -2.350 1.244 -1.646  0.058
74 H -1.882 -0.511 -3.447  0.487
75 H -3.213 -1.407 -3.080  0.322
76 H 0.137 -2.093 -0.969  0.321
77 H -0.219 -0.386 -0.764  1.365
78 H -0.026 -0.978 -2.402  0.653
79 H -4.498 1.905 -3.021  0.259
80 H -3.166 1.481 -3.830  0.256

=====

[2]
DFT (ωB97M-V/def2-TZVPD) results for a structure of composition C23H11F15N3PdS.

For the HOMO-LUMO gap (alpha / beta), the calculation gives 6.6 / 6.6 eV. As for the spin multiplicity: 1. Its net charge is -1. The energy relative to the best compared isomer or geometry (same formula, charge and spin) is 0.5264 eV. The calculation puts the LUMO energy (alpha / beta) at 2.071 / 2.073 eV. The total energy is -83575.9122 eV.

Last column: Mulliken charge in e.
Element x y z (Å)
1 Pd -0.223 0.282 -0.759  -0.165
2 C 3.027 -0.797 -1.123  -1.230
3 N 2.128 -0.160 -0.180  0.954
4 C 2.586 1.172 0.202  -1.455
5 C 1.497 2.125 0.692  -0.397
6 N 0.364 2.140 -0.221  -0.477
7 C -0.658 3.015 0.041  0.121
8 C -1.679 3.144 -0.925  0.004
9 F -1.586 2.437 -2.064  -0.446
10 C -2.781 3.954 -0.774  0.483
11 F -3.709 4.013 -1.735  -0.361
12 C -2.929 4.725 0.368  0.704
13 F -3.997 5.518 0.526  -0.374
14 C -1.946 4.656 1.331  0.268
15 F -2.063 5.387 2.448  -0.391
16 C -0.848 3.825 1.175  0.481
17 F 0.029 3.824 2.200  -0.473
18 C 1.810 -1.089 0.905  -1.784
19 C 0.741 -0.632 1.893  -1.168
20 N -0.515 -0.256 1.252  0.991
21 C -1.428 0.446 1.972  -0.751
22 C -1.362 0.822 3.336  0.190
23 F -0.324 0.454 4.126  -0.428
24 C -2.339 1.564 3.977  0.468
25 F -2.178 1.872 5.272  -0.360
26 C -3.471 1.988 3.317  0.694
27 F -4.414 2.712 3.940  -0.386
28 C -3.609 1.619 1.991  0.315
29 F -4.700 1.994 1.310  -0.431
30 C -2.640 0.868 1.365  0.543
31 F -2.879 0.557 0.078  -0.550
32 H 4.008 -1.031 -0.675  0.354
33 H 2.578 -1.728 -1.473  0.271
34 H 3.187 -0.146 -1.982  0.329
35 H 3.379 1.119 0.969  0.333
36 H 3.031 1.612 -0.694  0.542
37 H 1.208 1.877 1.712  0.169
38 H 1.955 3.121 0.743  0.613
39 H 1.477 -2.013 0.429  0.639
40 H 2.718 -1.313 1.493  0.289
41 H 0.577 -1.480 2.569  0.696
42 H 1.164 0.161 2.508  0.625
43 F -5.156 -3.448 1.935  -0.338
44 C -4.157 -3.093 1.118  0.582
45 C -4.426 -2.472 -0.086  0.446
46 F -5.696 -2.214 -0.428  -0.343
47 C -3.385 -2.112 -0.922  0.072
48 F -3.704 -1.487 -2.058  -0.434
49 C -2.053 -2.350 -0.601  0.208
50 S -0.733 -1.817 -1.631  -0.483
51 C -1.822 -2.997 0.609  0.311
52 F -0.577 -3.304 0.992  -0.444
53 C -2.846 -3.358 1.465  0.335
54 F -2.579 -3.973 2.627  -0.361

=====

[3]
DFT (ωB97M-V/def2-TZVPD) results for a structure of composition C16H13AuF5N2O9S2Te in a non-equilibrium geometry.

For the HOMO-LUMO gap, the calculation gives 6.2 eV. As for the spin multiplicity: 1. Its net charge is -1. The energy relative to the best compared isomer or geometry (same formula, charge and spin) is 3.0449 eV. The calculation puts the LUMO energy at 0.265 eV. The total energy is -84453.2795 eV.

Last column: Mulliken charge in e.
Element x y z (Å)
1 Au -0.583 -0.090 0.101  1.128
2 O -0.565 -2.340 6.614  -0.665
3 C -0.658 -1.163 6.237  -0.029
4 O -0.927 -0.108 6.826  -0.669
5 C -0.568 -1.007 4.713  0.718
6 C 0.647 -0.746 4.082  -0.709
7 C 0.711 -0.587 2.717  -0.381
8 N -0.387 -0.719 1.970  -0.021
9 C -1.583 -0.961 2.546  0.406
10 C -1.701 -1.120 3.899  -0.131
11 C -2.748 -1.026 1.598  0.381
12 O -3.841 -1.386 1.940  -0.643
13 O -2.463 -0.668 0.355  -0.740
14 H 1.552 -0.654 4.666  0.425
15 H 1.623 -0.370 2.176  0.575
16 H -2.677 -1.330 4.316  0.532
17 F 2.944 -0.297 -3.222  -0.345
18 Te 2.323 -0.326 -1.452  1.519
19 F 3.933 -1.294 -1.248  -0.333
20 F 1.424 1.223 -2.306  -0.501
21 F 1.869 -1.971 -0.528  -0.447
22 F 3.554 1.027 -1.016  -0.372
23 O 1.361 0.426 0.017  -0.428
24 C -1.804 3.720 -0.543  -0.560
25 S -0.755 3.614 0.917  0.251
26 C 0.815 3.549 0.046  -0.465
27 O -0.992 2.256 1.488  -0.469
28 H -1.655 2.821 -1.143  -0.118
29 H -1.547 4.613 -1.113  0.396
30 H -2.835 3.781 -0.202  0.353
31 H 1.027 4.533 -0.373  0.479
32 H 0.802 2.781 -0.727  -0.134
33 H 1.570 3.291 0.786  0.276
34 O -1.031 0.489 -1.875  -0.783
35 C -0.390 -0.188 -2.708  0.947
36 N 0.420 -1.198 -2.313  -0.346
37 S 0.729 -2.238 -3.579  1.296
38 O -0.311 -3.200 -3.778  -0.669
39 O 2.049 -2.723 -3.344  -0.613
40 C 0.381 -0.973 -4.792  0.280
41 C 0.632 -0.948 -6.145  -0.775
42 C 0.092 0.106 -6.875  -0.419
43 C -0.699 1.076 -6.266  -0.674
44 C -0.955 1.030 -4.902  -0.456
45 C -0.396 -0.001 -4.171  0.175
46 H 1.235 -1.711 -6.618  0.469
47 H 0.292 0.174 -7.936  0.397
48 H -1.109 1.879 -6.863  0.393
49 H -1.548 1.789 -4.412  0.500

=====

[4]
DFT (ωB97M-V/def2-TZVPD) results for a structure of composition C15H23CoN4P in a non-equilibrium geometry.

For the HOMO-LUMO gap (alpha / beta), the calculation gives 8.0 / 6.6 eV. As for the spin multiplicity: 4. The energy relative to the best compared isomer or geometry (same formula, charge and spin) is 0.0000 eV. The calculation puts the LUMO energy (alpha / beta) at 0.182 / -1.244 eV. As for the expectation value of S²: 3.768. The total energy is -68800.5844 eV.

Last column: Mulliken charge in e.
Element x y z (Å)
1 C 1.553 2.790 -0.997  -0.760
2 C 1.955 1.893 -0.007  -0.614
3 C 1.238 0.700 0.215  0.848
4 C 0.197 0.368 -0.656  0.088
5 C -0.209 1.265 -1.647  1.046
6 C 0.458 2.488 -1.809  -0.861
7 C 1.615 -0.195 1.354  -0.633
8 C 1.860 0.571 2.677  -1.303
9 N 0.711 1.238 3.239  0.214
10 Co -0.423 -1.501 -0.789  -0.453
11 C -1.335 0.866 -2.554  -1.118
12 P -2.029 -0.722 -1.901  0.936
13 H 2.836 2.108 0.605  0.454
14 H 0.118 3.178 -2.584  0.440
15 H 2.096 3.724 -1.138  0.380
16 H -0.998 0.669 -3.585  0.395
17 H -2.139 1.613 -2.597  0.462
18 H 0.857 -0.978 1.510  0.136
19 H 2.553 -0.723 1.112  0.368
20 H 2.177 -0.166 3.433  0.417
21 C -2.498 -1.617 -3.396  -1.318
22 C -3.563 -0.192 -1.093  -1.322
23 H 2.651 1.320 2.550  0.397
24 C 0.374 2.576 2.862  -0.855
25 C -0.357 0.420 3.740  -0.804
26 H -1.474 -2.684 -0.334  0.111
27 H -0.117 3.069 3.717  0.340
28 H 1.284 3.126 2.585  0.303
29 H -0.335 2.605 2.010  0.223
30 H -0.981 1.017 4.421  0.321
31 H -1.003 0.031 2.927  0.143
32 H 0.072 -0.437 4.281  0.268
33 H -4.154 0.424 -1.784  0.416
34 H -4.122 -1.090 -0.806  0.397
35 H -3.321 0.384 -0.190  0.363
36 H -3.401 -1.177 -3.833  0.362
37 H -1.667 -1.573 -4.109  0.424
38 H -2.684 -2.660 -3.115  0.376
39 H -1.423 -2.278 0.314  -0.065
40 N 0.966 -2.641 -1.186  -0.625
41 C 1.937 -3.315 -1.226  0.739
42 N 2.997 -3.967 -1.462  -0.590
43 C 3.566 -4.861 -0.683  0.458
44 N 4.163 -5.668 -0.071  -0.504

=====

[5]
DFT (ωB97M-V/def2-TZVPD) results for an isolated molecule of C2H2N2O2 in a non-equilibrium geometry.

For the HOMO-LUMO gap, the calculation gives 10.8 eV. As for the spin multiplicity: 1. The energy relative to the best compared isomer or geometry (same formula, charge and spin) is 3.2428 eV. As for the structure (SMILES): N#CC(=O)NO. The calculation puts the LUMO energy at -0.113 eV. The total energy is -9178.5435 eV.

Last column: Mulliken charge in e.
Element x y z (Å)
1 C 0.036 0.429 -0.151  0.544
2 C 1.515 -0.033 -0.142  0.205
3 H -2.371 0.060 0.749  0.361
4 H -0.482 -1.593 -0.583  0.320
5 N -0.704 -0.723 0.108  -0.207
6 N 2.562 -0.522 0.147  -0.350
7 O -2.096 -0.570 -0.045  -0.405
8 O -0.337 1.555 0.021  -0.468

=====

[6]
DFT (ωB97M-V/def2-TZVPD) results for a structure of composition C2H6CsO in a non-equilibrium geometry.

For the HOMO-LUMO gap (alpha / beta), the calculation gives 3.7 / 10.9 eV. As for the spin multiplicity: 2. The energy relative to the best compared isomer or geometry (same formula, charge and spin) is 0.3526 eV. The calculation puts the LUMO energy (alpha / beta) at 0.127 / 0.200 eV. As for the expectation value of S²: 0.750. The total energy is -4764.1694 eV.

Last column: Mulliken charge in e.
Element x y z (Å)
1 Cs 3.663 -0.238 -0.900  0.052
2 C -0.306 -0.294 0.976  -0.896
3 C -0.084 0.081 -0.482  0.089
4 O -1.045 0.989 -0.877  -0.556
5 H 0.663 -0.515 1.424  0.233
6 H -1.130 -0.998 1.091  0.317
7 H -0.737 0.568 1.483  0.305
8 H 0.000 -0.796 -1.123  0.221
9 H 0.862 0.621 -0.496  -0.083
10 H -1.886 0.582 -1.097  0.317

=====

Q: Which value of spin multiplicity does entry 4 give?
A: 4

=====

Q: Look up the spin multiplicity of the second one.
A: 1